No. 1
102
Properties=species:S:1:pos:R:3 method="wB97M-V/def2-TZVPD" orbital_gap_ev=3.70 largest_force_ev_per_a=3.158 energy_ha=-4640.66738 total_charge=+2 relative_energy_kcal_mol=36.0
Pb -0.057 -1.245 -2.027
O 0.713 -0.010 1.021
C 1.755 1.006 1.019
C 3.041 0.578 0.872
C 4.039 1.474 1.257
C 3.773 2.835 1.370
C 2.446 3.250 1.231
C 1.390 2.347 1.122
P -0.309 2.921 1.073
C -0.137 4.506 1.876
C 0.069 4.429 3.251
C 0.401 5.528 3.976
C 0.467 6.754 3.355
C 0.187 6.890 1.982
C -0.108 5.771 1.202
C -0.664 3.230 -0.625
C 0.231 3.965 -1.365
C -0.136 4.397 -2.616
C -1.336 3.936 -3.201
C -2.163 3.058 -2.469
C -1.844 2.753 -1.147
C 0.788 -1.069 1.956
C 1.487 -2.251 1.696
C 1.232 -3.347 2.561
C 0.330 -3.244 3.601
C -0.297 -2.056 3.934
C -0.032 -0.949 3.097
P -0.891 0.651 3.387
C -0.993 0.602 5.182
C 0.251 0.566 5.771
C 0.374 0.641 7.183
C -0.798 0.629 7.928
C -2.043 0.498 7.331
C -2.177 0.538 5.940
C -2.620 0.297 2.851
C -3.459 1.356 2.670
C -4.701 1.157 2.068
C -5.145 -0.098 1.637
C -4.413 -1.183 2.083
C -3.147 -0.982 2.649
H 3.193 -0.438 0.524
H 5.004 1.077 1.470
H 4.623 3.497 1.423
H 2.274 4.308 1.366
H -0.138 3.481 3.789
H 0.682 5.406 4.984
H 0.734 7.586 3.959
H 0.266 7.896 1.567
H -0.279 5.857 0.134
H 1.246 4.214 -0.999
H 0.456 5.110 -3.112
H -1.627 4.366 -4.166
H -3.020 2.524 -2.870
H -2.453 2.076 -0.539
H 2.277 -2.349 0.931
H 1.731 -4.262 2.281
H 0.144 -4.128 4.175
H -0.956 -2.017 4.820
H 1.108 0.440 5.157
H 1.321 0.678 7.721
H -0.721 0.702 9.024
H -2.931 0.309 7.952
H -3.149 0.408 5.468
H -3.103 2.343 2.889
H -5.266 2.009 1.822
H -6.119 -0.159 1.121
H -4.782 -2.205 1.939
H -2.573 -1.870 2.940
N -2.950 -1.797 -2.665
N -3.255 -3.113 -3.035
C -2.362 -4.064 -2.627
N -2.609 -5.370 -2.704
N -1.212 -3.543 -2.189
N -0.065 -4.255 -2.057
O 0.008 -5.496 -1.992
O 0.970 -3.482 -1.833
H -3.613 -1.426 -1.953
H -3.057 -1.263 -3.567
H -4.223 -3.291 -3.222
H -3.571 -5.582 -2.704
H -1.798 -5.949 -2.484
S 0.748 -3.924 -8.297
C 0.633 -3.131 -6.865
S -0.718 -2.060 -6.619
C 0.024 -1.481 -5.185
N 1.027 -2.134 -4.712
N 1.416 -3.136 -5.744
C 2.711 -3.736 -5.601
C 3.220 -4.591 -6.612
C 4.586 -4.832 -6.683
C 5.417 -4.307 -5.731
C 4.922 -3.565 -4.671
C 3.571 -3.379 -4.537
S -0.589 0.084 -4.610
H 2.581 -4.969 -7.458
H 4.980 -5.438 -7.497
H 6.437 -4.565 -5.808
H 5.679 -3.204 -3.978
H 3.205 -2.678 -3.731
F 1.447 1.636 -5.327
B 1.125 0.705 -4.398
F 1.863 0.353 -3.359

No. 2
94
Properties=species:S:1:pos:R:3 method="wB97M-V/def2-TZVPD" orbital_gap_ev=6.76 largest_force_ev_per_a=0.376 energy_ha=-3343.55780 relative_energy_kcal_mol=0.0
Bi -0.381 -0.114 0.144
Cl 4.227 3.827 4.832
C 3.349 2.651 3.894
C 4.018 1.520 3.398
C 3.341 0.585 2.667
C 1.956 0.717 2.363
O 1.366 -0.215 1.701
C 1.299 1.873 2.867
C -0.097 2.160 2.700
N -0.957 1.596 1.922
C -2.287 2.089 1.899
C -2.690 3.304 2.392
C -4.041 3.702 2.357
C -4.993 2.888 1.821
C -4.613 1.646 1.262
C -5.547 0.772 0.660
C -5.120 -0.392 0.102
C -3.741 -0.675 0.116
N -2.852 0.107 0.667
C -3.260 1.258 1.271
C 2.019 2.810 3.645
H 5.072 1.395 3.608
H 3.841 -0.301 2.297
H -0.440 2.975 3.339
H -1.970 3.996 2.803
H -4.313 4.668 2.761
H -6.034 3.181 1.797
H -6.595 1.047 0.650
H -5.802 -1.083 -0.371
H -3.370 -1.569 -0.369
H 1.500 3.675 4.040
F -0.861 -3.319 4.661
C -0.961 -3.289 3.319
C -0.719 -2.109 2.646
C -0.834 -2.082 1.264
C -1.183 -3.240 0.551
C -1.388 -4.404 1.292
F -1.699 -5.569 0.676
C -1.292 -4.458 2.665
C -1.335 -3.162 -0.930
C -1.699 -4.217 -1.770
C -1.855 -3.979 -3.124
C -1.649 -2.707 -3.635
C -1.276 -1.715 -2.750
N -1.126 -1.944 -1.448
H -0.414 -1.236 3.206
H -1.461 -5.382 3.196
H -1.856 -5.205 -1.374
H -2.141 -4.793 -3.778
H -1.769 -2.484 -4.685
H -1.086 -0.699 -3.067
C -3.633 5.855 -5.688
C -2.986 4.833 -4.792
C -3.029 4.961 -3.411
C -2.412 4.038 -2.573
C -2.488 4.183 -1.076
C -1.723 2.967 -3.137
C -1.674 2.808 -4.522
C -0.958 1.636 -5.139
C -2.310 3.743 -5.329
C -1.007 1.992 -2.229
O 0.231 2.041 -2.148
O -1.743 1.158 -1.611
H -4.353 6.461 -5.138
H -4.155 5.378 -6.518
H -2.890 6.532 -6.115
H -3.556 5.801 -2.970
H -2.999 5.104 -0.795
H -1.489 4.194 -0.633
H -3.027 3.340 -0.637
H -1.505 0.709 -4.948
H 0.043 1.525 -4.720
H -0.876 1.755 -6.219
H -2.270 3.621 -6.407
C 2.377 -0.216 -3.845
P 1.927 -0.548 -2.099
C 3.080 0.596 -1.260
C 2.675 -2.190 -1.804
C 2.175 -3.278 -2.525
C 2.614 -4.567 -2.268
C 3.552 -4.796 -1.269
C 4.044 -3.728 -0.535
C 3.609 -2.435 -0.801
H 3.453 -0.328 -3.984
H 2.071 0.804 -4.078
H 1.855 -0.894 -4.519
H 4.107 0.466 -1.608
H 3.043 0.465 -0.179
H 2.741 1.608 -1.493
H 1.421 -3.118 -3.291
H 2.218 -5.395 -2.842
H 3.890 -5.802 -1.061
H 4.768 -3.899 0.251
H 3.995 -1.617 -0.207

No. 3
97
Properties=species:S:1:pos:R:3 method="wB97M-V/def2-TZVPD" orbital_gap_ev=6.52 largest_force_ev_per_a=2.770 energy_ha=-8065.66406
Ce -0.043 0.730 -0.138
C -1.991 0.252 -4.888
O -3.120 0.298 -3.968
C -2.549 0.183 -2.753
N -1.277 0.199 -2.658
C -0.730 0.389 -4.006
C 0.365 -0.595 -4.355
C 0.387 -1.857 -3.794
C 1.362 -2.776 -4.175
C 2.301 -2.444 -5.144
C 2.288 -1.187 -5.711
C 1.331 -0.256 -5.317
C -3.407 0.098 -1.562
C -4.798 0.041 -1.627
C -5.518 -0.151 -0.433
C -4.814 -0.240 0.772
C -3.425 -0.119 0.736
N -2.790 0.031 -0.396
C -2.583 -0.214 1.927
N -1.315 -0.316 1.854
C -0.829 -0.256 3.251
C -2.120 -0.459 4.062
O -3.177 -0.181 3.135
C 0.325 -1.204 3.540
C 0.480 -2.390 2.839
C 1.513 -3.255 3.123
C 2.421 -2.963 4.142
C 2.262 -1.787 4.875
C 1.244 -0.890 4.542
H -2.109 1.030 -5.627
H -2.014 -0.738 -5.383
H -0.295 1.388 -4.036
H -0.335 -2.101 -3.047
H 1.372 -3.737 -3.690
H 3.077 -3.154 -5.428
H 3.046 -0.915 -6.451
H 1.357 0.749 -5.738
H -5.321 0.126 -2.557
H -6.597 -0.191 -0.447
H -5.357 -0.406 1.704
H -0.464 0.754 3.400
H -2.228 0.199 4.914
H -2.212 -1.508 4.348
H -0.184 -2.615 2.016
H 1.649 -4.158 2.564
H 3.245 -3.637 4.348
H 2.941 -1.475 5.646
H 1.133 0.052 5.089
C -2.342 -3.147 -0.566
C -0.864 -3.439 -0.536
C -0.447 -4.764 -0.415
C 0.892 -5.074 -0.409
C 1.827 -4.024 -0.516
C 3.215 -4.199 -0.547
Br 3.937 -5.936 -0.436
C 4.066 -3.153 -0.684
C 3.564 -1.864 -0.824
Br 4.809 -0.440 -1.114
C 2.223 -1.574 -0.812
O 1.746 -0.369 -0.938
C 1.314 -2.686 -0.632
N -0.010 -2.434 -0.626
H -2.881 -4.062 -0.730
H -2.601 -2.409 -1.303
H -2.697 -2.757 0.382
H -1.155 -5.552 -0.370
H 1.242 -6.094 -0.320
H 5.129 -3.288 -0.676
O -3.379 3.473 0.743
C -2.454 3.721 0.016
C -1.832 5.126 -0.154
C -0.559 4.854 -0.945
C -0.670 3.377 -1.262
O 0.247 2.731 -1.831
N -1.775 2.805 -0.791
H -1.630 5.552 0.812
H -2.526 5.787 -0.676
H 0.337 4.974 -0.331
H -0.488 5.428 -1.864
C 3.227 2.306 0.097
C 2.643 3.173 1.230
C 3.408 4.119 1.959
C 2.800 4.716 3.068
C 1.494 4.476 3.546
C 0.724 3.565 2.834
C -0.717 3.281 3.400
C 1.305 2.919 1.695
N 0.517 1.958 1.143
H 4.182 2.681 -0.294
H 2.537 2.254 -0.736
H 3.391 1.285 0.506
H 4.430 4.375 1.710
H 3.426 5.396 3.649
H 1.149 4.944 4.461
H -0.695 3.037 4.465
H -1.172 2.459 2.837
H -1.382 4.145 3.289

Copy entry 2 word for word.
94
Properties=species:S:1:pos:R:3 method="wB97M-V/def2-TZVPD" orbital_gap_ev=6.76 largest_force_ev_per_a=0.376 energy_ha=-3343.55780 relative_energy_kcal_mol=0.0
Bi -0.381 -0.114 0.144
Cl 4.227 3.827 4.832
C 3.349 2.651 3.894
C 4.018 1.520 3.398
C 3.341 0.585 2.667
C 1.956 0.717 2.363
O 1.366 -0.215 1.701
C 1.299 1.873 2.867
C -0.097 2.160 2.700
N -0.957 1.596 1.922
C -2.287 2.089 1.899
C -2.690 3.304 2.392
C -4.041 3.702 2.357
C -4.993 2.888 1.821
C -4.613 1.646 1.262
C -5.547 0.772 0.660
C -5.120 -0.392 0.102
C -3.741 -0.675 0.116
N -2.852 0.107 0.667
C -3.260 1.258 1.271
C 2.019 2.810 3.645
H 5.072 1.395 3.608
H 3.841 -0.301 2.297
H -0.440 2.975 3.339
H -1.970 3.996 2.803
H -4.313 4.668 2.761
H -6.034 3.181 1.797
H -6.595 1.047 0.650
H -5.802 -1.083 -0.371
H -3.370 -1.569 -0.369
H 1.500 3.675 4.040
F -0.861 -3.319 4.661
C -0.961 -3.289 3.319
C -0.719 -2.109 2.646
C -0.834 -2.082 1.264
C -1.183 -3.240 0.551
C -1.388 -4.404 1.292
F -1.699 -5.569 0.676
C -1.292 -4.458 2.665
C -1.335 -3.162 -0.930
C -1.699 -4.217 -1.770
C -1.855 -3.979 -3.124
C -1.649 -2.707 -3.635
C -1.276 -1.715 -2.750
N -1.126 -1.944 -1.448
H -0.414 -1.236 3.206
H -1.461 -5.382 3.196
H -1.856 -5.205 -1.374
H -2.141 -4.793 -3.778
H -1.769 -2.484 -4.685
H -1.086 -0.699 -3.067
C -3.633 5.855 -5.688
C -2.986 4.833 -4.792
C -3.029 4.961 -3.411
C -2.412 4.038 -2.573
C -2.488 4.183 -1.076
C -1.723 2.967 -3.137
C -1.674 2.808 -4.522
C -0.958 1.636 -5.139
C -2.310 3.743 -5.329
C -1.007 1.992 -2.229
O 0.231 2.041 -2.148
O -1.743 1.158 -1.611
H -4.353 6.461 -5.138
H -4.155 5.378 -6.518
H -2.890 6.532 -6.115
H -3.556 5.801 -2.970
H -2.999 5.104 -0.795
H -1.489 4.194 -0.633
H -3.027 3.340 -0.637
H -1.505 0.709 -4.948
H 0.043 1.525 -4.720
H -0.876 1.755 -6.219
H -2.270 3.621 -6.407
C 2.377 -0.216 -3.845
P 1.927 -0.548 -2.099
C 3.080 0.596 -1.260
C 2.675 -2.190 -1.804
C 2.175 -3.278 -2.525
C 2.614 -4.567 -2.268
C 3.552 -4.796 -1.269
C 4.044 -3.728 -0.535
C 3.609 -2.435 -0.801
H 3.453 -0.328 -3.984
H 2.071 0.804 -4.078
H 1.855 -0.894 -4.519
H 4.107 0.466 -1.608
H 3.043 0.465 -0.179
H 2.741 1.608 -1.493
H 1.421 -3.118 -3.291
H 2.218 -5.395 -2.842
H 3.890 -5.802 -1.061
H 4.768 -3.899 0.251
H 3.995 -1.617 -0.207